{"formula": "C90H197N11O8", "method": "ωB97M-V/def2-TZVPD", "orbital_gap_ev": 8.619, "spin_multiplicity": 1, "de_lowest_ev": 5.303, "e_tot_ev": -129283.524, "smiles": "CC1(C)CCCC(C)(C)N1O.CC1(C)CCCC(C)(C)N1O.CC1(C)CCCC(C)(C)N1O.CC1(C)CCCC(C)(C)N1O.CC1(C)CCCC(C)(C)N1O.CC1(C)CCCC(C)(C)N1O.CC1(C)CCCC(C)(C)N1O.CC1(C)CCCC(C)(C)N1O.CCN(CC)CC.CCN(CC)CC.CCN(CC)CC", "e_homo_ha": -0.298, "symbols": ["C", "C", "C", "C", "C", "C", "N", "O", "C", "C", "C", "H", "H", "H", "H", "H", "H", "H", "H", "H", "H", "H", "H", "H", "H", "H", "H", "H", "H", "H", "C", "C", "C", "C", "C", "C", "N", "O", "C", "C", "C", "H", "H", "H", "H", "H", "H", "H", "H", "H", "H", "H", "H", "H", "H", "H", "H", "H", "H", "H", "C", "C", "C", "C", "C", "C", "N", "O", "C", "C", "C", "H", "H", "H", "H", "H", "H", "H", "H", "H", "H", "H", "H", "H", "H", "H", "H", "H", "H", "H", "C", "C", "C", "C", "C", "C", "N", "O", "C", "C", "C", "H", "H", "H", "H", "H", "H", "H", "H", "H", "H", "H", "H", "H", "H", "H", "H", "H", "H", "H", "C", "C", "C", "C", "C", "C", "N", "O", "C", "C", "C", "H", "H", "H", "H", "H", "H", "H", "H", "H", "H", "H", "H", "H", "H", "H", "H", "H", "H", "H", "C", "C", "C", "C", "C", "C", "N", "O", "C", "C", "C", "H", "H", "H", "H", "H", "H", "H", "H", "H", "H", "H", "H", "H", "H", "H", "H", "H", "H", "H", "C", "C", "C", "C", "C", "C", "N", "O", "C", "C", "C", "H", "H", "H", "H", "H", "H", "H", "H", "H", "H", "H", "H", "H", "H", "H", "H", "H", "H", "H", "C", "C", "C", "C", "C", "C", "N", "O", "C", "C", "C", "H", "H", "H", "H", "H", "H", "H", "H", "H", "H", "H", "H", "H", "H", "H", "H", "H", "H", "H", "C", "C", "N", "C", "C", "C", "C", "H", "H", "H", "H", "H", "H", "H", "H", "H", "H", "H", "H", "H", "H", "H", "C", "C", "N", "C", "C", "C", "C", "H", "H", "H", "H", "H", "H", "H", "H", "H", "H", "H", "H", "H", "H", "H", "C", "C", "N", "C", "C", "C", "C", "H", "H", "H", "H", "H", "H", "H", "H", "H", "H", "H", "H", "H", "H", "H"], "coordinates": [[6.167, -2.937, 2.250], [5.763, -2.298, 0.912], [4.964, -1.031, 1.149], [4.728, -0.266, -0.157], [6.022, 0.122, -0.705], [6.954, -1.049, -0.974], [7.107, -1.910, 0.288], [7.816, -3.110, -0.053], [6.417, -1.811, -2.171], [8.389, -0.554, -1.197], [5.018, -3.301, 0.035], [6.668, -2.218, 2.899], [6.808, -3.790, 2.053], [5.411, -3.250, 2.904], [3.975, -1.323, 1.571], [5.485, -0.374, 1.868], [4.125, 0.596, 0.020], [4.163, -0.850, -0.852], [6.512, 0.844, -0.071], [5.937, 0.668, -1.683], [5.334, -1.900, -2.174], [6.745, -1.265, -3.087], [6.817, -2.848, -2.165], [8.880, -1.477, -1.531], [8.367, 0.244, -1.938], [8.887, -0.227, -0.257], [4.198, -3.771, 0.627], [5.676, -4.108, -0.228], [4.637, -2.978, -0.921], [8.716, -2.908, 0.284], [2.124, 5.328, -6.282], [2.245, 4.055, -5.412], [2.155, 2.889, -6.454], [2.618, 1.571, -5.896], [4.019, 1.743, -5.312], [4.079, 2.745, -4.165], [3.588, 3.977, -4.784], [3.663, 5.003, -3.801], [3.297, 2.178, -3.010], [5.582, 2.963, -3.690], [1.069, 3.893, -4.359], [2.021, 6.219, -5.649], [1.212, 5.209, -6.888], [2.974, 5.403, -6.936], [1.128, 2.863, -6.834], [2.744, 3.141, -7.357], [2.717, 0.849, -6.651], [2.019, 1.209, -5.091], [4.654, 2.067, -6.144], [4.460, 0.758, -4.944], [3.812, 1.414, -2.482], [3.108, 2.986, -2.271], [2.287, 1.809, -3.268], [5.811, 1.949, -3.401], [6.120, 3.203, -4.587], [5.780, 3.642, -2.885], [1.349, 4.158, -3.333], [0.753, 2.887, -4.345], [0.241, 4.627, -4.546], [4.431, 5.521, -4.124], [4.022, 5.031, 4.033], [5.043, 5.171, 2.939], [5.549, 3.775, 2.603], [4.676, 2.953, 1.755], [4.221, 3.708, 0.536], [3.500, 5.064, 0.813], [4.522, 5.847, 1.684], [3.887, 7.078, 2.073], [3.448, 5.772, -0.601], [2.109, 4.988, 1.449], [6.289, 6.021, 3.264], [3.438, 4.138, 3.856], [3.252, 5.813, 4.136], [4.460, 4.864, 5.023], [6.522, 3.780, 2.113], [5.758, 3.181, 3.532], [3.809, 2.561, 2.353], [5.175, 2.022, 1.360], [3.422, 3.091, 0.048], [4.957, 3.766, -0.207], [4.437, 6.054, -1.014], [2.868, 5.140, -1.239], [2.855, 6.699, -0.437], [2.157, 4.342, 2.355], [1.735, 5.998, 1.744], [1.347, 4.553, 0.755], [6.784, 5.668, 4.179], [5.943, 7.054, 3.473], [7.012, 5.915, 2.514], [4.475, 7.811, 1.765], [-6.292, 3.602, 2.398], [-6.534, 2.123, 2.713], [-5.430, 1.335, 2.041], [-5.361, -0.129, 2.558], [-5.171, -0.189, 4.051], [-6.192, 0.593, 4.808], [-6.361, 1.943, 4.215], [-7.512, 2.490, 4.828], [-7.478, -0.233, 4.910], [-5.677, 0.865, 6.220], [-7.896, 1.737, 2.213], [-5.497, 3.982, 2.952], [-7.186, 4.167, 2.659], [-6.050, 3.797, 1.359], [-5.505, 1.198, 1.015], [-4.448, 1.690, 2.322], [-4.491, -0.587, 2.065], [-6.257, -0.650, 2.269], [-4.154, 0.241, 4.287], [-5.198, -1.253, 4.450], [-7.516, -0.799, 5.851], [-8.323, 0.463, 4.940], [-7.583, -0.983, 4.117], [-4.843, 1.560, 6.292], [-6.517, 1.217, 6.820], [-5.334, -0.049, 6.555], [-8.046, 0.646, 2.418], [-7.947, 1.907, 1.182], [-8.642, 2.317, 2.744], [-7.195, 3.052, 5.498], [1.377, -6.345, 4.578], [2.021, -6.413, 3.225], [2.447, -7.942, 3.037], [2.958, -8.302, 1.636], [1.779, -8.025, 0.706], [1.290, -6.569, 0.700], [1.172, -6.037, 2.079], [1.209, -4.604, 2.061], [2.319, -5.763, -0.093], [-0.105, -6.483, 0.060], [3.355, -5.504, 3.329], [1.071, -5.324, 4.720], [2.018, -6.630, 5.364], [0.473, -6.944, 4.595], [3.176, -8.156, 3.821], [1.626, -8.634, 3.256], [3.243, -9.328, 1.688], [3.865, -7.692, 1.472], [0.944, -8.731, 0.962], [2.069, -8.320, -0.301], [3.198, -5.760, 0.524], [2.599, -6.214, -1.067], [1.868, -4.770, -0.178], [-0.334, -5.461, -0.304], [-0.113, -7.047, -0.913], [-0.927, -6.919, 0.663], [3.214, -4.389, 3.356], [3.996, -5.661, 2.471], [3.894, -5.892, 4.219], [0.294, -4.423, 2.375], [-7.316, -1.489, -2.892], [-6.158, -1.386, -1.813], [-6.845, -1.790, -0.515], [-6.966, -3.301, -0.455], [-5.608, -3.974, -0.659], [-5.045, -3.676, -2.051], [-4.903, -2.198, -2.051], [-4.428, -1.790, -3.318], [-3.690, -4.305, -2.159], [-5.962, -4.317, -3.129], [-5.779, 0.057, -1.771], [-6.878, -1.348, -3.885], [-8.021, -0.690, -2.770], [-7.932, -2.426, -2.889], [-6.228, -1.622, 0.398], [-7.804, -1.248, -0.396], [-7.633, -3.600, -1.333], [-7.381, -3.641, 0.480], [-5.664, -5.093, -0.504], [-4.838, -3.721, 0.104], [-3.701, -5.375, -1.838], [-3.289, -4.340, -3.166], [-2.880, -3.730, -1.665], [-5.410, -5.181, -3.432], [-6.908, -4.642, -2.719], [-6.081, -3.678, -4.012], [-5.424, 0.407, -2.732], [-4.943, 0.292, -1.079], [-6.628, 0.723, -1.448], [-3.698, -1.180, -3.123], [0.476, -5.519, -4.480], [1.047, -4.938, -5.781], [0.143, -3.760, -6.158], [0.409, -2.573, -5.199], [1.863, -2.178, -5.328], [2.837, -3.297, -5.000], [2.447, -4.456, -5.818], [3.316, -5.543, -5.376], [4.254, -2.876, -5.565], [2.977, -3.416, -3.498], [0.879, -6.095, -6.866], [1.110, -6.335, -4.062], [-0.432, -6.007, -4.807], [0.159, -4.817, -3.720], [0.241, -3.359, -7.145], [-0.868, -4.079, -6.170], [0.193, -2.863, -4.194], [-0.242, -1.713, -5.446], [2.046, -1.317, -4.654], [1.946, -1.766, -6.327], [4.857, -3.764, -5.611], [4.141, -2.471, -6.585], [4.737, -2.186, -4.873], [3.298, -2.462, -3.094], [2.034, -3.604, -2.942], [3.657, -4.151, -3.030], [1.386, -6.998, -6.576], [1.163, -5.804, -7.862], [-0.230, -6.320, -6.883], [3.092, -5.666, -4.429], [1.684, -1.923, -0.094], [0.807, -0.936, -0.750], [-0.266, -1.678, -1.530], [-1.352, -0.804, -2.159], [-2.024, 0.061, -1.181], [-1.023, 0.861, -0.172], [0.013, -0.061, 0.294], [0.988, 0.759, 0.982], [-0.467, 2.106, -0.886], [-1.899, 1.313, 1.011], [1.560, -0.079, -1.729], [2.165, -1.334, 0.709], [2.425, -2.389, -0.761], [1.056, -2.707, 0.365], [0.160, -2.289, -2.351], [-0.746, -2.441, -0.890], [-1.958, -1.530, -2.753], [-0.994, -0.240, -2.985], [-2.770, -0.511, -0.657], [-2.534, 0.898, -1.715], [-1.363, 2.659, -1.144], [0.369, 2.666, -0.414], [-0.080, 1.907, -1.824], [-2.792, 1.781, 0.634], [-2.071, 0.494, 1.730], [-1.332, 2.050, 1.550], [2.134, 0.649, -1.199], [0.849, 0.500, -2.303], [2.139, -0.678, -2.413], [1.045, 0.301, 1.839], [-1.472, 6.859, -3.382], [-2.241, 6.159, -2.238], [-3.666, 5.820, -2.607], [-4.135, 4.592, -1.945], [-4.038, 4.544, -0.422], [-4.510, 7.072, -2.521], [-6.011, 6.857, -2.691], [-1.802, 7.874, -3.437], [-1.696, 6.381, -4.336], [-0.387, 6.683, -3.219], [-1.702, 5.253, -1.869], [-2.272, 6.856, -1.374], [-5.167, 4.427, -2.221], [-3.617, 3.740, -2.452], [-2.997, 4.519, -0.106], [-4.504, 5.443, -0.060], [-4.553, 3.627, -0.097], [-4.209, 7.707, -3.305], [-4.299, 7.697, -1.570], [-6.518, 7.837, -2.898], [-6.517, 6.350, -1.884], [-6.181, 6.197, -3.568], [-2.110, 2.167, 5.602], [-1.828, 3.360, 4.653], [-1.707, 4.742, 5.178], [-2.953, 5.452, 5.366], [-3.891, 4.804, 6.280], [-0.709, 4.829, 6.211], [0.695, 4.464, 5.794], [-2.416, 1.293, 4.973], [-2.879, 2.232, 6.370], [-1.146, 1.971, 6.191], [-0.939, 3.121, 4.084], [-2.559, 3.363, 3.804], [-2.660, 6.502, 5.688], [-3.435, 5.572, 4.426], [-3.443, 4.709, 7.274], [-4.820, 5.353, 6.556], [-4.271, 3.842, 5.911], [-0.958, 4.148, 7.080], [-0.642, 5.800, 6.646], [0.731, 3.428, 5.564], [1.383, 4.681, 6.591], [1.056, 5.083, 4.923], [-1.590, -4.178, 5.445], [-1.044, -2.813, 5.057], [-0.965, -2.626, 3.635], [-0.107, -1.516, 3.198], [1.362, -1.654, 3.747], [-2.311, -2.547, 3.056], [-2.336, -2.791, 1.520], [-1.231, -4.462, 6.443], [-1.289, -4.936, 4.740], [-2.673, -4.022, 5.452], [-1.610, -1.993, 5.527], [-0.024, -2.756, 5.458], [-0.536, -0.566, 3.589], [-0.183, -1.554, 2.100], [2.050, -1.035, 3.186], [1.619, -2.672, 3.596], [1.302, -1.439, 4.811], [-2.994, -3.262, 3.482], [-2.802, -1.622, 3.281], [-3.368, -2.920, 1.203], [-1.897, -1.973, 0.976], [-1.773, -3.690, 1.186]], "atomic_forces_ev_per_a": [[0.9, 0.5, -0.5], [1.4, -0.3, -0.1], [-0.8, 0.2, -0.1], [-0.6, -0.4, 1.2], [1.5, 1.0, -1.6], [0.5, -0.4, 1.5], [-1.7, 1.0, -0.2], [0.6, 0.5, 0.2], [0.9, -0.5, -0.8], [-0.3, -0.8, 0.1], [-0.7, -1.0, 1.1], [0.6, 0.2, -0.4], [0.2, 0.0, 0.1], [-1.8, -0.7, 0.3], [0.8, 0.1, 0.0], [-0.2, -0.3, -0.2], [-0.6, 0.8, 0.3], [-0.4, -0.6, -0.4], [0.3, 0.2, 0.6], [-0.1, -0.5, 0.6], [0.1, 0.3, -0.2], [-0.3, -0.6, 0.4], [-0.1, 0.7, -0.3], [0.5, 0.7, -0.4], [0.4, -0.1, -0.2], [-0.6, 0.0, -0.6], [0.4, 0.5, -0.4], [0.5, -0.5, 0.1], [-0.3, 0.5, 0.2], [-0.8, -0.3, -0.2], [-0.8, -0.3, 1.3], [-0.3, -1.0, -0.2], [-0.1, 0.7, 0.0], [1.2, 0.9, 0.9], [1.3, -1.3, 0.0], [0.6, 0.1, -0.4], [-0.1, 0.7, -0.1], [0.6, 0.8, -0.3], [-1.8, 1.6, 0.8], [-2.0, -1.3, -1.4], [0.5, 2.4, -0.3], [0.1, -0.1, -0.3], [0.3, 0.2, 0.2], [0.4, 0.1, -0.2], [-0.1, -0.1, 0.3], [0.1, 0.0, 0.5], [-0.3, -1.2, -1.1], [-1.0, -0.4, 0.2], [0.2, 0.1, 0.2], [-0.7, 1.0, -0.5], [0.6, -0.8, 0.2], [0.2, -0.4, -0.3], [0.7, 0.1, 0.0], [0.8, -0.2, 0.3], [0.6, 0.3, -0.3], [-0.3, 0.4, 0.4], [0.4, -0.1, -0.2], [-0.8, -1.1, -0.1], [0.4, -1.0, -0.3], [-0.7, -0.3, 0.5], [-1.0, 0.1, 1.0], [0.7, 0.7, -1.1], [1.6, -1.0, 0.9], [-1.3, -1.9, -0.6], [-3.6, -0.6, 0.7], [2.5, 0.9, -0.6], [-1.0, -0.8, -0.7], [0.6, 0.6, -0.2], [-0.5, 1.1, 2.2], [-0.4, -0.4, 0.2], [-1.7, 0.2, 2.4], [-0.1, -0.4, 0.0], [0.7, 0.1, -0.2], [0.3, 0.2, -0.2], [0.2, 0.6, -0.1], [-0.2, 0.8, -0.3], [0.4, 0.4, -0.6], [-0.2, 0.9, 0.8], [0.5, 0.2, 0.2], [1.4, 0.6, -0.8], [-0.6, -0.5, 0.3], [-0.1, -0.4, -0.7], [0.4, -0.3, -0.4], [-0.3, 0.5, -0.7], [0.5, -0.8, -0.2], [0.7, 0.2, 0.4], [-0.3, 0.0, 0.0], [0.6, -0.4, -0.4], [0.8, 0.3, -1.4], [-0.5, -1.2, 0.2], [-1.6, -0.3, -0.3], [0.9, 0.5, 0.5], [0.5, -2.1, 2.9], [0.4, 0.4, -0.2], [1.7, -0.6, 0.3], [-0.2, 0.6, 0.3], [0.1, 0.0, -1.2], [-1.0, -0.5, -1.2], [-0.6, 0.0, 0.3], [-0.9, 1.3, -0.6], [-0.1, -1.7, 1.8], [1.5, 0.6, 1.1], [0.0, 0.2, 0.0], [-0.2, -0.3, -0.2], [-0.4, 0.6, -2.1], [0.3, 0.8, -0.2], [-0.4, -0.2, 0.0], [-0.4, -0.4, -0.2], [-0.8, -0.5, -0.2], [0.2, 1.2, -0.5], [0.2, 0.1, -0.1], [0.0, -0.4, -0.2], [-0.1, 0.3, -0.1], [-0.2, 0.2, -0.4], [0.2, -0.1, 0.3], [0.6, -2.0, 1.3], [-0.2, 0.9, -0.3], [-0.2, 0.3, -1.7], [-0.3, -0.1, -0.1], [0.8, 1.2, 1.2], [-1.9, 0.8, -1.3], [2.7, -1.4, -1.2], [0.2, 0.8, 0.2], [-0.5, 1.7, 1.4], [-0.3, -1.1, 0.1], [0.2, -0.5, 0.0], [-0.1, 0.0, 1.3], [-1.8, -0.1, -0.1], [-0.7, 0.0, -0.2], [-0.2, -0.4, -1.5], [-0.6, -0.6, 0.1], [-0.2, 0.6, 0.5], [0.9, -0.4, 0.8], [-0.2, -0.3, 0.1], [0.2, 0.1, -0.1], [-0.3, 0.4, 0.0], [0.2, -0.8, -0.5], [-0.4, -0.3, -0.5], [0.6, 0.6, 0.1], [-0.2, 0.3, -0.3], [0.6, 0.4, 0.0], [-0.5, 0.3, 0.4], [0.7, 0.0, -0.4], [-0.1, -0.2, 0.7], [0.2, 0.2, 0.8], [0.6, 0.5, -0.1], [-0.3, -1.3, 0.4], [0.2, -0.2, -0.2], [-0.2, 0.6, -0.4], [0.7, 0.6, -0.2], [0.8, -1.0, -0.5], [-1.5, -0.7, -0.2], [1.1, -0.6, 1.5], [-0.7, -0.6, -1.6], [0.3, -1.2, 0.6], [-0.8, 0.3, 0.5], [-1.2, 0.5, 0.2], [0.4, 0.1, -0.6], [1.8, -0.5, -0.1], [0.7, 0.7, 0.0], [0.5, 1.9, 0.8], [-0.1, -0.2, 0.0], [-0.2, 0.6, 0.4], [0.9, 0.7, 0.0], [-0.1, 0.8, -0.7], [0.5, -0.4, -0.1], [0.6, -0.1, 1.5], [-0.5, 0.0, 0.2], [-0.3, 1.0, -0.5], [-0.6, 0.4, -0.4], [0.0, 0.9, 0.1], [-0.4, 0.1, -0.6], [-0.6, -0.3, 0.5], [0.0, -0.8, -0.5], [-0.3, 0.1, -0.2], [-0.1, -0.1, 0.3], [-0.2, 0.1, -0.4], [-0.4, -0.5, -0.1], [0.6, -0.8, -0.4], [-0.3, -0.3, 0.0], [0.6, -1.0, 0.0], [-0.3, -0.5, -1.4], [0.7, 1.0, 0.8], [-0.6, -0.2, -0.9], [-0.7, 1.2, 0.7], [1.3, 1.1, -1.6], [0.4, -1.3, 1.2], [-0.8, 0.3, 0.1], [-1.1, -0.2, 0.2], [-1.0, -0.8, 1.9], [-1.6, 1.0, 1.1], [-0.3, 0.7, -0.1], [-0.3, -0.3, 0.1], [0.4, 0.2, 0.2], [0.8, -0.1, -0.9], [-1.1, -0.4, 0.5], [-0.3, -0.1, 0.7], [0.3, -0.4, 0.1], [0.1, -0.4, -0.2], [0.6, -0.2, -0.4], [0.4, -0.4, -0.1], [0.1, 0.0, 0.5], [0.0, 0.3, -0.2], [0.2, 0.3, -0.1], [0.1, 0.0, -0.6], [0.1, 0.1, -0.8], [0.4, -0.3, 0.1], [0.3, 0.3, -0.3], [1.1, 0.1, -0.1], [0.2, 0.0, -0.6], [0.1, -0.1, 1.9], [-2.4, 1.2, -1.1], [-0.8, -0.9, -0.5], [0.7, -1.9, -1.1], [0.2, 2.2, 0.7], [-0.8, -1.1, -1.1], [1.4, -1.2, -0.5], [-0.2, -0.7, 0.4], [-0.6, 0.3, 0.9], [1.2, -0.6, 0.1], [-0.6, 0.5, 0.2], [0.3, -0.8, -0.3], [-0.3, 0.4, 0.2], [0.5, 0.2, 0.0], [0.3, 0.4, 0.5], [0.1, 0.4, 0.0], [-0.4, 0.4, 0.9], [1.0, 0.9, -0.6], [-0.3, -0.1, 0.7], [-0.1, -0.6, 0.4], [0.0, 1.0, 0.4], [-1.1, -0.2, 0.4], [0.7, -0.8, -1.9], [-0.5, 0.0, 0.0], [-0.3, 0.1, -0.5], [0.2, 0.6, 0.4], [0.8, 0.3, 0.2], [0.1, -0.2, -0.4], [0.4, -0.1, -0.1], [0.0, 0.4, -0.3], [0.1, -1.8, 0.5], [-0.8, -0.1, 0.0], [0.6, 1.0, 0.4], [0.3, 0.0, -0.7], [0.3, -0.7, -1.0], [0.1, -1.0, 2.1], [-0.2, 0.1, -1.2], [0.4, 0.8, -0.1], [-0.2, -0.1, 0.0], [-0.6, 0.8, 0.0], [-0.5, 0.4, -0.5], [0.2, -0.3, -0.2], [-0.4, 0.2, -0.1], [0.0, 0.5, 0.6], [0.0, 0.0, 0.2], [-0.3, 0.2, 0.6], [0.2, 0.4, 0.2], [0.6, 0.7, -1.1], [-0.3, -1.0, -0.9], [0.4, -0.9, 0.3], [0.0, 0.1, 0.6], [0.1, 0.5, 0.3], [1.4, -0.5, 0.3], [-1.3, 0.5, -0.8], [0.6, -1.2, -0.9], [1.4, 1.8, 0.1], [-2.1, -0.4, 2.3], [-0.2, -1.1, 1.3], [0.1, 1.3, -1.3], [0.7, 0.5, 0.5], [-0.1, 0.6, -0.2], [-1.2, -0.2, -0.9], [0.6, -0.1, 0.2], [0.0, 0.2, 0.9], [-0.5, -1.1, -0.2], [-0.2, 0.1, -1.2], [0.2, -0.6, -0.1], [0.5, 0.2, -0.7], [0.4, 0.1, 0.1], [0.1, 0.5, -0.5], [-0.5, 1.1, 0.1], [0.4, -0.9, -0.4], [0.3, -0.1, 0.5], [-0.5, -0.7, 0.6], [-0.7, 0.9, 0.5], [1.4, 0.0, 0.6], [-0.3, -0.5, -0.6], [0.0, -0.3, 0.5], [-2.3, 0.3, -0.6], [0.7, -0.8, -1.5], [0.3, -0.4, 0.6], [-0.3, 0.1, -0.2], [0.0, -0.2, -0.3], [0.0, -0.9, 0.2], [-0.1, 0.0, 0.2], [-0.2, 0.1, -0.1], [0.1, 0.0, -0.4], [0.4, 0.5, 0.4], [0.2, 0.3, 0.2], [0.6, -1.0, 0.0], [0.6, 0.3, -0.1], [0.2, -0.7, 0.4], [-0.1, 1.2, 0.1], [-0.1, 0.1, -0.1], [0.0, 0.5, -0.2], [-0.3, 0.3, 0.6]]}